Entry from the OMol25 dataset: a cluster of 2 separate species, C3H10O in total (ωB97M-V with the def2-TZVPD basis set).

The calculation puts the energy above the lowest of the compared OMol25 structures with the same formula, charge and spin at 0.9969 eV. Its multiplicity is 1. Its LUMO energy is 0.98 eV. The HOMO energy is -10.3 eV.

Each line ends with the Löwdin charge.
Positions of all 14 atoms, in Å:
C: 1.6041 0.3551 -0.0392  -0.1657
C: 1.8985 -0.9945 -0.7064  -0.1579
H: 0.5270 0.4884 0.0722  0.0249
H: 1.9899 0.4710 0.9746  0.0634
H: 1.9509 1.1872 -0.6535  0.0621
H: 2.9489 -1.2472 -0.5784  0.0594
H: 1.7643 -0.9014 -1.7848  0.0583
H: 1.1565 -1.7198 -0.3890  0.0602
C: -2.2257 0.6800 0.8244  -0.1047
O: -2.2874 -0.5224 -0.0021  -0.1275
H: -2.7084 -0.3342 -0.7961  0.0232
H: -2.5618 1.5338 0.2742  0.0765
H: -1.1954 0.5491 1.1227  0.0527
H: -2.8615 0.4550 1.6815  0.0750

Forces on atoms 1 to 2 (eV/Å):
C -0.52 0.14 -0.10
C -0.11 0.97 -0.31

Entry from the OMol25 dataset: a cluster of 3 separate species, C3H10O2 in total (ωB97M-V with the def2-TZVPD basis set).

The calculation puts the energy above the lowest of the compared OMol25 structures with the same formula, charge and spin at 0.9972 eV. Its multiplicity is 1. Its LUMO energy is 0.74 eV. The HOMO energy is -9.8 eV.

Each line ends with the Löwdin charge.
Positions of all 15 atoms, in Å:
C: 1.5116 -0.2063 -1.4182  -0.1141
C: 1.3724 0.8905 -0.3315  -0.2515
C: 0.2000 1.5128 -0.0537  -0.0419
H: 2.4955 0.0560 -1.9705  0.0904
H: 0.7163 -0.2529 -2.1439  0.0554
H: 1.5842 -1.1961 -0.8809  0.0803
H: 2.2341 0.9997 0.3697  0.0987
H: 0.1364 2.1650 0.8485  0.0674
H: -0.6731 1.4509 -0.7343  0.0650
H: 0.3393 -0.6510 1.4667  0.0195
H: -0.2991 -0.8802 2.8633  0.0038
O: -0.3757 -1.0711 1.9711  -0.0253
H: -2.6382 -1.3494 -0.2480  0.0239
H: -1.5386 -0.5418 0.1467  0.0194
O: -2.2319 -0.5518 -0.5832  -0.0910

Forces on atoms 1 to 2 (eV/Å):
C 2.26 0.96 0.79
C -1.48 -0.72 0.25

Entry from the OMol25 dataset: a cluster of 2 separate species, C3H10O2S2 in total (ωB97M-V with the def2-TZVPD basis set).

The calculation puts the energy above the lowest of the compared OMol25 structures with the same formula, charge and spin at 1.0483 eV. Its multiplicity is 1. Its LUMO energy is 0.36 eV. The HOMO energy is -9.4 eV.

Each line ends with the Löwdin charge.
Positions of all 17 atoms, in Å:
C: -1.5002 0.1319 -0.6602  -0.3238
C: -1.3104 -0.8824 0.4371  -0.2333
O: 0.0693 -1.1346 0.8699  -0.1204
C: -1.1474 1.5310 -0.3637  -0.5651
S: 0.1139 2.2733 -1.5247  0.4390
S: 1.7969 1.1059 -1.1145  0.3234
H: -0.7419 -0.1771 -1.3878  0.0704
H: -2.3998 -0.0262 -1.2847  0.1308
H: -1.6352 -1.6794 -0.1708  0.0920
H: -1.8400 -0.6756 1.4038  0.1424
H: 0.6787 -1.1333 0.0987  0.0316
H: -2.0676 2.2626 -0.3304  0.1106
H: -1.0155 1.6049 0.7178  0.0794
H: 2.3271 1.6695 0.0127  -0.1572
H: 2.4284 -1.1746 1.5424  0.0178
H: 2.9844 -2.1128 0.5032  0.0242
O: 3.2592 -1.5831 1.2511  -0.0618

Forces on atoms 1 to 2 (eV/Å):
C 1.04 -0.26 -1.49
C 0.80 0.48 0.90

Entry from the OMol25 dataset: a cluster of 2 separate species, C3H10O2S2 in total (ωB97M-V with the def2-TZVPD basis set).

The calculation puts the energy above the lowest of the compared OMol25 structures with the same formula, charge and spin at 0.7072 eV. Its multiplicity is 1. Its LUMO energy is 0.46 eV. The HOMO energy is -8.4 eV.

Each line ends with the Löwdin charge.
Positions of all 17 atoms, in Å:
C: 0.6942 1.9940 0.0117  -0.2008
C: 1.7881 1.0878 0.6838  -0.2677
O: 1.2556 -0.0956 1.2419  -0.1818
C: -0.3451 1.1451 -0.7773  -0.5340
S: -1.8411 0.2744 -0.0806  0.4172
S: -1.1003 -1.5900 0.5088  0.3401
H: 0.1801 2.6096 0.7183  0.0896
H: 1.2555 2.5884 -0.7214  0.1097
H: 2.2009 1.6507 1.6221  0.1348
H: 2.6071 0.7941 -0.0021  0.1063
H: 0.5029 0.0956 1.8087  0.0452
H: -0.7569 1.8010 -1.5739  0.0718
H: 0.1622 0.3199 -1.2679  0.0141
H: -0.6565 -1.9462 -0.7193  -0.1810
H: 2.0519 -1.7102 -2.2901  0.0512
H: 2.3703 -1.2948 -0.8715  0.0465
O: 1.8486 -1.0260 -1.6407  -0.0613

Forces on atoms 1 to 2 (eV/Å):
C 0.69 -2.10 -0.46
C -0.30 1.59 2.36

Entry from the OMol25 dataset: a cluster of 3 separate species, C3H10O3 in total (ωB97M-V with the def2-TZVPD basis set).

The calculation puts the energy above the lowest of the compared OMol25 structures with the same formula, charge and spin at 3.3984 eV. As for the expectation value of S²: 0.757. Its multiplicity is 2. As for the net charge: -1. Its LUMO energy (alpha / beta) is 2.90 / 2.85 eV. The HOMO energy (alpha / beta) is 0.3 / -1.5 eV.

Each line ends with the Löwdin charge.
Positions of all 16 atoms, in Å:
C: -0.7613 -1.1265 -0.7758  -0.2415
C: 0.0616 -0.8652 0.4459  -0.3287
C: 1.3664 -1.2433 0.6342  -0.4258
O: 2.3611 -0.2486 0.6686  -0.1797
H: -0.5746 -0.4137 -1.5853  0.0208
H: -1.8434 -1.0902 -0.5875  0.0419
H: -0.2423 -1.9203 -1.3114  0.0413
H: -0.6585 -0.2966 1.1162  0.0360
H: 1.6752 -2.1798 0.2619  0.0185
H: 2.4755 -0.1887 -0.2953  0.0379
H: 1.5646 5.0238 2.7392  0.0758
H: 0.0541 5.1587 3.2153  0.0137
O: 0.8311 5.6639 3.0019  -0.0979
H: -3.7777 -2.0633 -3.4091  0.0743
H: -3.3468 -3.2656 -4.2271  0.0194
O: -3.1080 -2.8346 -3.3883  -0.1061

Forces on atoms 1 to 2 (eV/Å):
C 1.20 -0.02 -0.50
C -2.96 1.01 0.56

Entry from the OMol25 dataset: a cluster of 3 separate species, C3H10O3 in total (ωB97M-V with the def2-TZVPD basis set).

The calculation puts the energy above the lowest of the compared OMol25 structures with the same formula, charge and spin at 0.6313 eV. Its multiplicity is 1. Its LUMO energy is 0.60 eV. The HOMO energy is -9.9 eV.

Each line ends with the Löwdin charge.
Positions of all 16 atoms, in Å:
O: -0.2642 3.0487 -0.5888  0.0404
C: 0.5249 2.3947 0.0432  -0.2775
C: 0.4549 0.8883 0.1150  -0.2120
C: 1.7124 0.2618 0.7223  -0.0959
H: 1.3585 2.9260 0.5374  0.1212
H: 0.2212 0.5583 -0.8978  0.1140
H: -0.4255 0.6545 0.7115  0.1067
H: 1.9119 -0.7471 0.3599  0.0656
H: 1.4952 0.0591 1.7650  0.0722
H: 2.5908 0.8858 0.6048  0.0671
H: -2.2270 -0.5897 -0.2583  0.0356
H: -2.3691 -1.7576 -1.1802  0.0477
O: -2.0562 -1.5384 -0.2919  -0.0552
H: 0.8694 -3.7052 0.0391  0.0279
H: -0.4653 -3.1668 -0.6394  0.0120
O: -0.0597 -3.5016 0.1706  -0.0696

Forces on atoms 1 to 2 (eV/Å):
O -0.14 0.02 0.06
C -0.21 0.20 -0.52

Entry from the OMol25 dataset: a cluster of 2 separate species, C3H10O3 in total (ωB97M-V with the def2-TZVPD basis set).

The calculation puts the energy above the lowest of the compared OMol25 structures with the same formula, charge and spin at 1.2726 eV. Its multiplicity is 1. Its LUMO energy is 0.71 eV. The HOMO energy is -10.1 eV.

Each line ends with the Löwdin charge.
Positions of all 16 atoms, in Å:
O: 0.3152 -0.6968 -0.1794  -0.1431
O: -1.5335 -1.3958 -1.2879  -0.1438
C: 0.8670 -0.5670 1.1330  -0.0917
C: -1.3932 -0.5444 -2.3977  -0.1175
C: -1.0395 -0.7725 -0.1083  -0.3194
H: 0.6559 -1.4650 1.7376  0.0943
H: 0.4857 0.3171 1.6712  0.0867
H: 1.9598 -0.4668 1.0216  0.0935
H: -0.3979 -0.0693 -2.4159  0.0884
H: -2.1580 0.2447 -2.3028  0.0879
H: -1.5487 -1.0719 -3.3538  0.0934
H: -1.2916 -1.4301 0.7458  0.1346
H: -1.5456 0.1986 0.0539  0.1427
O: 1.8534 2.7586 1.9216  -0.0863
H: 2.0984 2.0128 1.3282  0.0288
H: 2.6725 2.9480 2.4330  0.0517

Forces on atoms 1 to 2 (eV/Å):
O 1.72 0.62 0.69
O 0.41 -0.02 0.94

Number 1: molar mass 62.11 g mol⁻¹. Number 2: molar mass 78.11 g mol⁻¹. Number 3: molar mass 142.25 g mol⁻¹. Number 4: molar mass 142.25 g mol⁻¹. Number 5: molar mass 94.11 g mol⁻¹. Number 6: molar mass 94.11 g mol⁻¹. Number 7: molar mass 94.11 g mol⁻¹.